Molecular formula: C28H54As2N4O13P2S2Si3Y
Method: DFT, ωB97M-V with the def2-TZVPD basis set

XYZ file:
```
109
Properties=species:S:1:pos:R:3:forces:R:3:lowdin_charge:R:1
Y 0.125 -1.704 0.424 0.349 -0.483 0.641 0.923
N 1.323 -4.887 -1.263 -0.107 0.183 0.049 0.128
C 2.486 -3.952 -1.063 0.013 0.375 0.350 -0.474
C 3.752 -4.655 -1.543 -0.005 0.008 0.028 -0.088
P 2.512 -3.750 0.821 0.628 -0.319 0.209 0.369
O 4.081 -3.744 1.186 -0.039 0.141 -0.089 -0.127
O 1.885 -5.014 1.283 -0.006 -0.008 -0.127 -0.281
O 1.989 -2.388 1.233 1.072 -0.997 -0.090 -0.404
P 2.205 -2.399 -2.063 -0.074 0.100 -0.734 0.367
O 1.407 -3.163 -3.280 0.067 0.132 0.098 -0.159
O 3.472 -1.852 -2.581 0.146 -0.141 0.177 -0.280
O 1.219 -1.458 -1.397 0.917 -0.451 -0.841 -0.459
H 1.283 -5.467 -0.403 0.028 -0.092 -0.086 0.116
H 1.411 -5.420 -2.123 0.042 0.022 -0.015 0.149
H 0.432 -4.309 -1.293 -0.027 -0.056 0.007 0.056
H 3.968 -5.523 -0.916 -0.002 -0.022 -0.025 0.087
H 4.594 -3.971 -1.502 -0.005 -0.001 0.010 0.077
H 3.629 -4.971 -2.582 0.019 0.017 -0.013 0.086
H 4.310 -2.886 1.565 0.025 0.007 -0.008 0.073
H 1.470 -2.606 -4.065 -0.032 -0.076 -0.063 0.078
O -1.693 -5.391 0.263 0.071 0.154 0.034 -0.358
As -2.182 -4.037 -0.778 -0.430 -0.228 -0.240 1.187
O -0.712 -3.200 -1.015 -0.386 -0.598 -0.052 -0.693
O -2.850 -2.776 0.449 -0.099 -0.574 -0.236 -0.371
C -3.525 -3.219 1.538 0.030 0.082 0.101 -0.384
C -4.838 -3.668 1.465 0.043 0.033 0.039 -0.016
C -5.498 -4.030 2.631 0.017 -0.018 -0.020 -0.077
C -4.863 -3.963 3.865 -0.077 -0.026 -0.016 -0.085
C -3.548 -3.529 3.940 0.120 0.037 0.045 -0.038
C -2.888 -3.166 2.782 -0.001 0.078 -0.356 -0.197
S -1.227 -2.573 2.754 -0.825 -0.285 1.012 0.524
O -0.711 -2.597 4.084 -0.086 -0.070 0.016 -0.243
O -0.532 -3.453 1.784 0.138 -0.110 0.556 -0.422
O -1.307 -1.242 2.112 -0.180 -0.164 0.828 -0.490
H -1.078 -5.069 0.950 -0.049 -0.007 0.064 0.005
H -5.328 -3.709 0.501 -0.017 0.020 0.005 0.115
H -6.528 -4.361 2.572 0.008 -0.026 0.014 0.101
H -5.395 -4.249 4.762 0.017 0.014 0.014 0.098
H -3.019 -3.459 4.882 -0.015 -0.008 0.003 0.117
C 1.949 4.180 2.857 0.066 -0.040 -0.041 -0.074
C 3.311 3.658 2.421 0.015 0.062 -0.016 -0.186
N 3.886 4.390 1.286 -0.098 -0.054 0.001 -0.047
C 3.908 5.848 1.352 0.031 -0.012 -0.092 -0.210
C 2.800 6.486 0.523 0.039 -0.035 0.041 -0.071
C 4.595 3.817 0.277 -0.099 0.015 0.061 -0.422
O 5.204 4.485 -0.551 0.028 -0.016 -0.007 0.051
C 4.614 2.319 0.186 -0.053 0.029 -0.128 -0.126
C 5.805 1.627 0.339 0.016 0.036 0.056 -0.010
C 5.799 0.253 0.182 0.024 0.007 0.056 -0.047
C 4.600 -0.375 -0.123 -0.027 0.035 -0.049 -0.139
N 3.455 0.274 -0.300 0.226 0.285 -0.015 0.084
C 3.477 1.596 -0.160 0.090 -0.100 0.094 -0.130
H 1.515 3.485 3.576 -0.008 0.003 0.031 0.065
H 1.272 4.241 2.007 -0.052 -0.030 -0.018 0.057
H 2.017 5.164 3.325 -0.035 0.002 -0.023 0.069
H 3.202 2.613 2.146 0.053 -0.056 -0.010 0.081
H 4.011 3.710 3.264 -0.007 -0.026 0.009 0.124
H 4.872 6.178 0.966 0.021 0.021 0.078 0.111
H 3.832 6.138 2.401 0.004 0.006 0.004 0.112
H 2.885 6.150 -0.511 -0.006 0.027 -0.008 0.074
H 2.890 7.574 0.542 -0.012 -0.001 -0.009 0.070
H 1.815 6.212 0.898 -0.008 0.011 -0.014 0.059
H 6.714 2.165 0.577 0.014 -0.011 -0.028 0.120
H 6.709 -0.323 0.287 -0.019 -0.021 0.016 0.100
H 4.565 -1.448 -0.265 0.015 -0.015 -0.042 0.082
H 2.537 2.111 -0.316 -0.021 0.029 0.028 0.081
S 1.008 0.612 1.639 0.559 0.556 0.304 0.599
C 0.315 0.839 3.144 -0.068 0.154 0.047 -0.847
N -0.125 1.102 4.185 0.008 -0.039 0.004 0.053
C -4.386 -1.522 -2.098 0.228 0.038 0.302 -0.216
Si -2.897 -0.432 -2.513 -0.199 -0.487 -0.656 0.327
C -3.730 0.829 -3.656 0.222 0.355 0.311 -0.210
C -1.738 -1.369 -3.665 0.094 -0.082 0.231 -0.221
As -1.485 0.120 -0.642 -2.350 2.759 -1.903 0.847
Si -3.117 1.281 0.665 -0.531 0.372 0.177 0.333
C -4.316 2.172 -0.496 0.196 -0.142 -0.115 -0.221
C -2.452 2.596 1.820 0.354 -0.180 -0.079 -0.193
C -4.168 0.112 1.682 0.257 -0.277 -0.094 -0.192
Si -0.457 2.008 -1.778 0.448 0.496 -0.039 0.353
C 1.061 1.434 -2.725 -0.020 -0.273 0.173 -0.206
C 0.044 3.302 -0.505 -0.066 -0.209 0.191 -0.249
C -1.402 3.059 -3.039 -0.281 -0.279 0.015 -0.217
H -4.924 -1.754 -3.020 0.026 0.094 -0.051 0.033
H -5.071 -1.012 -1.415 -0.020 -0.008 -0.025 0.022
H -4.100 -2.460 -1.635 -0.099 -0.033 0.046 -0.052
H -4.239 0.246 -4.428 0.021 -0.101 0.040 0.033
H -3.028 1.498 -4.147 -0.084 -0.074 -0.052 -0.006
H -4.475 1.441 -3.148 -0.018 -0.014 -0.053 0.013
H -2.262 -1.777 -4.534 -0.065 0.087 -0.008 0.033
H -1.253 -2.191 -3.134 0.063 0.018 -0.025 -0.011
H -0.944 -0.702 -4.015 -0.019 0.000 -0.031 0.021
H -3.778 2.711 -1.277 -0.084 0.073 0.020 -0.003
H -4.916 2.891 0.067 0.014 -0.024 0.063 0.034
H -4.994 1.467 -0.982 -0.022 0.031 0.014 0.012
H -2.122 3.486 1.285 -0.020 0.001 0.003 0.011
H -1.617 2.223 2.413 -0.016 0.055 0.053 -0.006
H -3.245 2.886 2.514 -0.073 -0.048 -0.049 0.038
H -4.667 -0.636 1.061 -0.016 0.008 0.010 0.020
H -4.926 0.670 2.237 0.004 0.099 -0.075 0.039
H -3.538 -0.415 2.397 -0.058 -0.003 0.049 0.019
H 1.515 0.554 -2.271 0.085 0.042 -0.004 -0.012
H 1.815 2.225 -2.740 -0.081 0.080 -0.037 0.036
H 0.811 1.186 -3.760 -0.039 -0.006 0.012 0.026
H 0.320 2.834 0.438 0.040 0.065 0.058 -0.048
H -0.778 3.994 -0.315 0.006 0.020 -0.054 0.024
H 0.898 3.879 -0.873 -0.021 -0.005 -0.084 0.031
H -1.401 2.608 -4.031 0.033 0.038 0.013 0.015
H -0.866 4.009 -3.108 0.075 -0.025 0.070 0.036
H -2.435 3.277 -2.767 0.037 0.066 -0.030 0.007
```
Forces are in eV/Å.

Computed properties:
HOMO level, eV: -5.462
E_tot, eV: -249110.8509
LUMO energy, eV: 2.2
Gap between HOMO and LUMO, eV: 7.695
Charge: -1